# 1
# C3H10S2

A 2-piece molecular cluster, C3H10S2 overall in a non-equilibrium geometry (ωB97M-V/def2-TZVPD, the OMol25 dataset).

Element x y z (Å)
C (2.07, -0.87, -0.47)
S (2.75, 0.76, -0.10)
H (2.04, -1.40, 0.36)
H (1.03, -0.68, -0.77)
H (2.59, -1.44, -1.32)
H (2.06, 1.63, -0.88)
C (-0.83, 1.09, 1.19)
S (-1.35, 1.01, -0.54)
C (-1.98, -0.70, -0.48)
H (0.00, 0.57, 1.57)
H (-1.70, 1.02, 1.82)
H (-0.55, 2.19, 1.13)
H (-2.25, -0.97, -1.51)
H (-1.08, -1.33, -0.17)
H (-2.81, -0.88, 0.18)

Molecular weight (g mol⁻¹): 110.247
SMILES: CSC.CS
Net charge: 0
2S+1: 1
ΔE to the lowest compared entry with this formula, charge and spin (eV): 1.023

=====

# 2
# C69H138O51S9

A 20-piece molecular cluster, C69H138O51S9 overall in a non-equilibrium geometry (ωB97M-V/def2-TZVPD, the OMol25 dataset).

Element x y z (Å)
C (-5.05, 7.08, -2.95)
C (-5.88, 5.81, -2.68)
C (-5.04, 4.59, -2.25)
S (-3.30, 5.18, -2.49)
O (-2.47, 4.25, -3.23)
O (-2.83, 5.77, -1.21)
C (-3.73, 6.63, -3.56)
H (-4.78, 7.64, -2.06)
H (-5.45, 7.76, -3.70)
H (-6.57, 5.53, -3.48)
H (-6.60, 6.10, -1.91)
H (-5.18, 3.86, -3.04)
H (-5.22, 4.09, -1.30)
H (-3.92, 6.35, -4.60)
H (-2.86, 7.27, -3.53)
C (7.87, 3.33, 3.29)
C (6.54, 3.05, 4.08)
C (5.32, 2.77, 3.12)
S (6.15, 2.01, 1.63)
O (5.69, 2.74, 0.45)
O (6.14, 0.55, 1.67)
C (7.91, 2.62, 1.92)
H (8.77, 3.05, 3.84)
H (7.94, 4.41, 3.21)
H (6.13, 3.93, 4.57)
H (6.63, 2.26, 4.82)
H (4.87, 3.60, 2.58)
H (4.52, 2.09, 3.40)
H (8.21, 3.19, 1.04)
H (8.59, 1.77, 1.88)
C (0.15, -4.59, -2.23)
C (0.00, -4.77, -0.68)
C (-1.55, -4.62, -0.45)
S (-2.07, -3.23, -1.60)
O (-2.16, -1.97, -0.82)
O (-3.26, -3.66, -2.33)
C (-0.60, -3.35, -2.70)
H (-0.34, -5.45, -2.70)
H (1.19, -4.53, -2.55)
H (0.52, -3.95, -0.19)
H (0.42, -5.74, -0.39)
H (-1.97, -4.48, 0.54)
H (-2.00, -5.49, -0.92)
H (0.07, -2.49, -2.61)
H (-1.06, -3.57, -3.66)
C (0.42, 5.38, -1.22)
C (1.90, 5.38, -1.29)
C (2.41, 4.52, -0.11)
S (1.43, 5.23, 1.30)
O (2.09, 6.46, 1.65)
O (0.98, 4.26, 2.33)
C (-0.04, 5.63, 0.21)
H (0.13, 4.41, -1.64)
H (0.07, 6.19, -1.86)
H (2.33, 6.37, -1.26)
H (2.26, 5.00, -2.25)
H (3.47, 4.44, 0.08)
H (2.02, 3.50, -0.23)
H (-0.45, 6.61, 0.40)
H (-0.75, 4.84, 0.45)
C (4.50, -5.48, -4.86)
C (3.17, -4.78, -4.79)
C (3.45, -3.27, -4.85)
S (4.96, -3.05, -5.86)
O (6.11, -2.59, -5.04)
O (4.72, -2.47, -7.15)
C (5.22, -4.86, -6.03)
H (4.32, -6.55, -4.98)
H (5.05, -5.28, -3.94)
H (2.63, -5.07, -3.89)
H (2.63, -5.04, -5.70)
H (3.83, -3.01, -3.86)
H (2.67, -2.55, -5.11)
H (6.27, -5.08, -6.21)
H (4.62, -5.12, -6.90)
C (3.88, -8.77, -0.76)
C (5.01, -8.34, -1.66)
C (5.84, -7.20, -0.94)
S (4.49, -6.15, -0.37)
O (4.06, -5.21, -1.44)
O (4.82, -5.61, 0.96)
C (3.20, -7.46, -0.27)
H (4.16, -9.43, 0.06)
H (3.21, -9.37, -1.38)
H (4.62, -7.90, -2.57)
H (5.61, -9.21, -1.94)
H (6.57, -6.65, -1.54)
H (6.34, -7.67, -0.10)
H (2.41, -7.15, -0.96)
H (2.88, -7.63, 0.76)
C (-3.03, -1.34, 5.51)
C (-2.05, -2.48, 4.98)
C (-2.56, -2.88, 3.60)
S (-4.40, -2.70, 3.68)
O (-5.10, -3.98, 3.70)
O (-4.63, -1.68, 2.68)
C (-4.44, -1.95, 5.39)
H (-2.87, -0.53, 4.80)
H (-2.80, -1.13, 6.56)
H (-2.00, -3.38, 5.59)
H (-1.08, -1.99, 4.87)
H (-2.35, -3.95, 3.48)
H (-2.13, -2.20, 2.87)
H (-4.51, -2.77, 6.10)
H (-5.38, -1.41, 5.47)
C (5.35, -1.38, -0.98)
C (5.69, -2.48, 0.07)
C (7.12, -3.04, -0.31)
S (8.11, -1.63, -0.91)
O (8.93, -2.01, -2.05)
O (8.63, -1.03, 0.28)
C (6.66, -0.72, -1.45)
H (4.77, -0.67, -0.39)
H (4.74, -1.72, -1.81)
H (4.99, -3.31, 0.01)
H (5.87, -2.14, 1.09)
H (7.06, -3.63, -1.23)
H (7.69, -3.68, 0.35)
H (6.69, -0.74, -2.54)
H (6.83, 0.33, -1.21)
C (-1.09, 0.11, 1.39)
C (-0.99, 1.24, 0.35)
C (-0.08, 0.77, -0.78)
S (1.24, -0.29, -0.03)
O (2.25, 0.54, 0.57)
O (1.69, -1.40, -0.83)
C (0.08, -0.82, 1.30)
H (-2.01, -0.38, 1.07)
H (-1.11, 0.47, 2.41)
H (-0.56, 2.12, 0.83)
H (-1.96, 1.40, -0.11)
H (0.31, 1.56, -1.42)
H (-0.58, 0.09, -1.47)
H (0.71, -1.03, 2.16)
H (-0.21, -1.82, 1.00)
C (4.74, 0.68, -6.94)
O (4.97, 1.50, -5.85)
C (4.49, 1.32, -4.65)
O (3.82, 0.42, -4.22)
O (5.07, 2.32, -3.92)
C (4.87, 2.46, -2.53)
H (5.42, -0.18, -6.95)
H (4.86, 1.22, -7.87)
H (3.80, 0.17, -7.12)
H (5.69, 3.12, -2.24)
H (4.98, 1.49, -2.04)
H (3.93, 2.95, -2.28)
C (-2.20, -1.76, -6.72)
O (-2.33, -0.97, -5.53)
C (-1.32, -0.34, -4.87)
O (-1.51, 0.45, -3.93)
O (-0.16, -0.86, -5.34)
C (1.09, -0.26, -5.13)
H (-3.14, -2.29, -6.86)
H (-1.38, -2.47, -6.64)
H (-1.94, -1.23, -7.65)
H (1.38, -0.21, -4.09)
H (1.12, 0.75, -5.55)
H (1.74, -0.85, -5.79)
C (-9.27, 3.83, -1.85)
O (-9.10, 2.44, -1.88)
C (-8.06, 1.83, -1.17)
O (-7.11, 2.43, -0.66)
O (-8.31, 0.52, -1.11)
C (-7.59, -0.28, -0.22)
H (-8.70, 4.36, -2.61)
H (-9.06, 4.18, -0.84)
H (-10.32, 3.93, -2.13)
H (-6.51, -0.20, -0.33)
H (-7.83, -1.32, -0.46)
H (-7.85, -0.12, 0.82)
C (0.05, 1.94, 5.05)
O (-0.28, 0.72, 5.54)
C (-0.08, 0.47, 6.91)
O (0.08, 1.34, 7.77)
O (0.07, -0.93, 7.11)
C (0.06, -1.53, 8.35)
H (-0.43, 2.19, 4.10)
H (1.11, 1.93, 4.78)
H (-0.13, 2.71, 5.80)
H (0.66, -1.10, 9.15)
H (0.46, -2.54, 8.18)
H (-1.01, -1.60, 8.57)
C (-2.13, 5.57, 3.57)
O (-1.75, 6.82, 3.00)
C (-0.93, 7.78, 3.63)
O (-0.94, 9.02, 3.47)
O (-0.33, 7.16, 4.70)
C (0.10, 7.97, 5.82)
H (-1.31, 4.96, 3.94)
H (-2.68, 5.00, 2.82)
H (-2.83, 5.83, 4.37)
H (1.10, 7.63, 6.11)
H (-0.59, 7.86, 6.65)
H (0.30, 9.03, 5.64)
C (1.04, -4.69, 6.05)
O (1.72, -3.64, 5.34)
C (1.61, -3.61, 4.00)
O (0.75, -4.17, 3.29)
O (2.69, -2.97, 3.60)
C (3.10, -3.04, 2.24)
H (1.55, -5.64, 5.87)
H (-0.01, -4.71, 5.74)
H (0.96, -4.61, 7.13)
H (3.18, -4.08, 1.90)
H (4.00, -2.48, 1.99)
H (2.27, -2.72, 1.61)
C (-5.31, 1.50, 2.99)
O (-4.99, 1.55, 4.40)
C (-3.90, 2.22, 4.79)
O (-3.25, 3.00, 4.16)
O (-3.52, 2.09, 6.14)
C (-4.20, 1.34, 7.13)
H (-5.43, 2.50, 2.57)
H (-6.19, 0.89, 2.81)
H (-4.41, 1.14, 2.51)
H (-3.49, 1.00, 7.89)
H (-4.66, 0.46, 6.71)
H (-4.95, 1.98, 7.61)
C (-1.85, 8.28, -8.28)
O (-1.92, 7.45, -7.17)
C (-0.98, 6.48, -7.05)
O (-0.05, 6.45, -7.78)
O (-1.15, 5.75, -5.93)
C (-0.12, 4.98, -5.40)
H (-2.88, 8.62, -8.37)
H (-1.65, 7.71, -9.18)
H (-1.19, 9.13, -8.15)
H (0.10, 5.31, -4.39)
H (0.85, 5.03, -5.90)
H (-0.44, 3.94, -5.33)
C (-4.25, 0.05, -1.97)
O (-5.25, -0.97, -2.25)
C (-5.80, -1.21, -3.46)
O (-6.83, -1.87, -3.61)
O (-5.27, -0.45, -4.41)
C (-5.79, -0.47, -5.76)
H (-3.24, -0.20, -2.27)
H (-4.17, 0.20, -0.90)
H (-4.51, 1.02, -2.39)
H (-5.97, -1.45, -6.20)
H (-5.07, -0.15, -6.52)
H (-6.71, 0.11, -5.86)
C (-8.75, -4.36, -3.35)
O (-7.86, -4.30, -2.27)
C (-8.38, -4.70, -1.07)
O (-9.50, -5.12, -0.81)
O (-7.54, -4.39, -0.10)
C (-6.14, -4.11, -0.28)
H (-9.35, -3.45, -3.30)
H (-9.55, -5.09, -3.23)
H (-8.22, -4.31, -4.30)
H (-5.97, -3.42, -1.11)
H (-5.61, -5.05, -0.48)
H (-5.73, -3.67, 0.62)
C (3.63, -0.52, 5.95)
O (3.87, -1.72, 6.72)
C (3.72, -1.62, 8.04)
O (3.76, -0.61, 8.73)
O (3.65, -2.90, 8.49)
C (3.80, -3.12, 9.83)
H (3.44, -0.65, 4.89)
H (4.55, 0.06, 6.07)
H (2.87, 0.13, 6.39)
H (2.82, -2.92, 10.26)
H (4.52, -2.38, 10.21)
H (3.97, -4.16, 10.10)

Molecular weight (g mol⁻¹): 2072.415
Net charge: 0
2S+1: 1

=====

no.,lowest unoccupied orbital energy (eV)
1,0.834
2,-0.193